No. 1
Entry from OMol25: a structure of composition C16H25BrIO4P2Ti at a distorted geometry (the ωB97M-V functional and the def2-TZVPD basis).

Cartesian coordinates (Å):
C1 -3.595 -1.410 -2.177
C2 -2.117 -1.590 -1.854
H1 -3.887 -2.162 -2.915
H2 -3.782 -0.401 -2.551
H3 -4.196 -1.498 -1.269
O1 -1.487 -2.473 -2.410
I1 0.243 1.321 1.406
Ti1 -1.193 -0.330 -0.476
P1 -1.775 -1.712 1.362
C3 -0.468 -2.910 1.791
C4 -2.094 -0.810 2.911
H4 -2.674 -1.440 3.593
H5 -3.442 -3.363 2.023
H6 -2.635 0.110 2.683
H7 -4.130 -2.109 0.961
H8 0.442 -2.352 2.031
H9 -1.132 -0.546 3.358
C5 -3.263 -2.752 1.133
H10 -0.771 -3.517 2.650
H11 -3.128 -3.401 0.264
H12 -0.271 -3.564 0.937
P2 -0.643 1.279 -2.129
C6 1.028 1.039 -2.824
C7 -1.729 1.308 -3.600
H13 -1.485 3.139 -0.850
H14 -0.728 3.684 -2.387
H15 0.283 3.176 -0.990
C8 -0.647 3.000 -1.536
H16 -2.751 1.538 -3.289
H17 -1.391 2.070 -4.310
H18 1.245 1.806 -3.573
H19 1.097 0.050 -3.287
H20 -1.720 0.328 -4.084
H21 1.750 1.100 -2.005
C9 0.413 -1.227 -0.722
O2 1.418 -1.776 -0.866
Br1 4.112 -1.769 1.235
C10 3.908 0.093 1.673
C11 4.639 0.541 2.780
C12 4.533 1.857 3.216
C13 3.728 2.753 2.520
C14 3.005 2.332 1.396
C15 3.029 0.972 0.968
C16 2.167 0.377 -0.189
O3 3.084 -0.148 -1.007
O4 0.611 0.508 -0.763
H22 5.280 -0.144 3.323
H23 5.081 2.182 4.093
H24 3.651 3.777 2.865
H25 2.387 3.062 0.891

## Properties
- expectation value of S² = 0.80
- orbital gap (spin up / spin down) (eV) = 5.422 / 5.342
- spin multiplicity = 2
- E (a.u.) = -5328.5929
- total charge = +2

No. 2
Entry from OMol25: a structure of composition C4H8NO at a distorted geometry (the ωB97M-V functional and the def2-TZVPD basis).

Cartesian coordinates (Å):
C1 0.942 0.019 -0.070
C2 2.235 0.296 0.169
C3 0.206 -1.253 -0.189
C4 -1.242 -0.086 0.344
N1 -0.243 0.960 -0.160
O1 -2.469 0.020 -0.049
H1 2.541 1.294 0.477
H2 2.719 -0.699 0.432
H3 -0.162 -1.619 -1.236
H4 0.377 -2.020 0.563
H5 -1.295 0.111 1.407
H6 -0.226 1.886 0.312
H7 -0.725 1.292 -1.056
H8 -2.659 -0.200 -0.943

## Properties
- orbital gap (eV) = 10.979
- ΔE to the lowest compared entry with this formula, charge and spin (kJ/mol) = 291.5
- E (a.u.) = -286.8315
- total charge = +1

No. 3
Entry from OMol25: a structure of composition C20H27AsClCoN2O4S4Si at a distorted geometry (the ωB97M-V functional and the def2-TZVPD basis).

Cartesian coordinates (Å):
Co1 0.875 -1.442 -0.892
O1 -4.341 -3.286 1.241
C1 -4.677 -2.255 0.509
O2 -5.807 -1.802 0.513
C2 -3.617 -1.637 -0.330
C3 -3.786 -0.510 -1.115
Cl1 -5.178 0.460 -1.214
N1 -2.601 -0.207 -1.716
N2 -1.653 -1.083 -1.314
C4 -2.247 -1.960 -0.507
C5 -1.413 -3.046 0.083
O3 -1.960 -3.935 0.780
O4 -0.191 -2.980 -0.168
C6 -2.335 0.839 -2.613
C7 -1.087 1.459 -2.619
C8 -0.829 2.484 -3.509
C9 -1.814 2.924 -4.379
C10 -3.056 2.309 -4.375
C11 -3.316 1.261 -3.512
H1 -3.344 -3.603 1.083
H2 -0.322 1.112 -1.947
H3 0.149 2.941 -3.526
H4 -1.616 3.738 -5.063
H5 -3.831 2.636 -5.057
H6 -4.274 0.771 -3.557
S1 3.395 -3.136 -4.551
As1 3.249 -1.843 -2.876
S2 2.807 -2.900 -1.025
S3 1.470 -0.541 -2.921
S4 5.064 -0.747 -2.782
C12 2.045 1.846 -0.020
Si1 1.396 0.160 0.746
C13 -0.142 0.799 1.875
C14 -0.689 -0.373 2.686
C15 0.177 1.960 2.815
C16 -1.246 1.289 0.943
C17 2.944 -0.384 1.893
C18 3.132 0.507 3.121
C19 4.229 -0.294 1.076
C20 2.775 -1.821 2.379
H7 2.590 2.439 0.710
H8 1.234 2.456 -0.407
H9 2.717 1.645 -0.849
H10 0.045 -0.720 3.410
H11 -0.935 -1.211 2.037
H12 -1.596 -0.089 3.227
H13 0.834 1.662 3.624
H14 -0.747 2.336 3.265
H15 0.641 2.776 2.269
H16 -1.561 0.478 0.306
H17 -0.900 2.105 0.314
H18 -2.115 1.634 1.510
H19 3.140 1.559 2.846
H20 4.083 0.273 3.603
H21 2.345 0.337 3.851
H22 4.458 0.733 0.810
H23 4.159 -0.870 0.158
H24 5.066 -0.693 1.650
H25 1.890 -1.925 3.005
H26 3.646 -2.130 2.962
H27 2.672 -2.505 1.542

## Properties
- orbital gap (spin up / spin down) (eV) = 5.148 / 5.151
- E (a.u.) = -7149.9377
- total charge = -2

No. 4
Entry from OMol25: a structure of composition C16H25ClI2N3P2Pr at a distorted geometry (the ωB97M-V functional and the def2-TZVPD basis).

Cartesian coordinates (Å):
I1 -0.113 -0.709 -7.404
I2 -0.114 1.983 -7.757
Pr1 -0.146 0.377 -1.826
P1 -2.991 1.118 -1.725
C1 -3.962 0.998 -3.272
C2 -3.873 -0.110 -0.686
H1 -4.953 -0.007 -0.872
H2 -4.711 2.615 -0.823
H3 -3.650 0.048 0.378
H4 -3.117 2.854 -0.032
H5 -3.711 0.054 -3.769
H6 -3.564 -1.123 -0.968
C3 -3.626 2.677 -0.990
H7 -5.034 1.023 -3.056
H8 -3.410 3.519 -1.666
H9 -3.695 1.828 -3.935
P2 2.707 1.142 -1.702
C4 3.717 0.967 -3.216
C5 3.376 2.688 -0.979
H10 3.047 -0.058 0.390
H11 4.579 0.202 -0.495
H12 3.440 -1.087 -1.016
C6 3.521 -0.077 -0.597
H13 2.881 2.880 -0.017
H14 4.459 2.590 -0.824
H15 4.783 0.994 -2.974
H16 3.472 1.783 -3.905
H17 3.175 3.531 -1.657
H18 3.469 0.012 -3.693
Cl1 -0.203 1.988 0.183
N1 0.422 0.117 7.826
C7 0.336 -0.415 6.787
C8 0.206 -1.037 5.498
C9 -1.015 -0.992 4.814
C10 -1.094 -1.427 3.486
C11 0.051 -1.955 2.881
C12 1.217 -2.188 3.619
C13 1.302 -1.667 4.914
N2 0.086 -2.133 1.472
C14 0.909 -3.033 0.781
C15 0.692 -2.837 -0.545
N3 -0.104 -1.688 -0.697
C16 -0.487 -1.339 0.549
H19 -1.883 -0.575 5.317
H20 -2.042 -1.387 2.945
H21 2.052 -2.710 3.145
H22 2.252 -1.744 5.450
H23 1.507 -3.764 1.296
H24 0.978 -3.426 -1.399
H25 -1.141 -0.501 0.766

## Properties
- expectation value of S² = 2.00
- orbital gap (spin up / spin down) (eV) = 6.324 / 7.167
- spin multiplicity = 3
- ΔE to the lowest compared entry with this formula, charge and spin (kJ/mol) = 8.0
- E (a.u.) = -3043.7896
- total charge = +2

No. 5
Entry from OMol25: a structure of composition C22H22AsBr2GaN2O8S2 (the ωB97M-V functional and the def2-TZVPD basis).

Cartesian coordinates (Å):
Ga1 -0.134 0.209 -0.009
Br1 1.959 -4.228 0.982
C1 1.182 -3.630 -0.630
C2 1.165 -4.466 -1.753
C3 0.624 -4.037 -2.935
Br2 0.551 -5.227 -4.412
C4 0.128 -2.722 -3.069
C5 -0.445 -2.156 -4.227
C6 -0.837 -0.843 -4.221
C7 -0.669 -0.074 -3.060
N1 -0.185 -0.595 -1.958
C8 0.188 -1.889 -1.929
C9 0.648 -2.350 -0.656
O1 0.559 -1.564 0.370
H1 1.581 -5.460 -1.670
H2 -0.573 -2.771 -5.108
H3 -1.281 -0.394 -5.098
H4 -0.927 0.977 -3.019
O2 -1.440 2.205 3.635
As1 0.106 1.925 2.888
O3 1.146 1.586 4.082
O4 0.014 0.685 1.749
C10 0.758 3.532 1.971
C11 1.794 4.212 2.602
C12 2.401 5.291 1.977
C13 2.005 5.682 0.705
C14 0.985 5.004 0.058
C15 0.360 3.948 0.701
S1 -0.979 3.131 -0.108
O5 -1.583 4.022 -1.057
O6 -1.877 2.712 0.952
O7 -0.332 1.968 -0.808
H5 -2.082 2.342 2.923
H6 2.093 3.875 3.588
H7 3.200 5.822 2.478
H8 2.481 6.522 0.218
H9 0.647 5.279 -0.932
C16 4.381 -0.329 1.962
C17 3.505 0.917 1.771
C18 2.704 0.807 0.578
N2 2.037 0.641 -0.345
H10 4.818 -0.308 2.958
H11 5.178 -0.367 1.221
H12 3.774 -1.230 1.875
H13 4.098 1.833 1.747
H14 2.787 0.991 2.604
O8 -2.073 -0.294 -0.120
S2 -3.351 0.143 0.611
C19 -4.368 -1.365 0.300
C20 -5.520 -0.987 -0.622
C21 -4.961 0.087 -1.545
C22 -4.287 1.093 -0.630
H15 -4.690 -1.776 1.255
H16 -3.679 -2.056 -0.182
H17 -6.357 -0.587 -0.047
H18 -5.876 -1.856 -1.175
H19 -5.738 0.560 -2.146
H20 -4.221 -0.351 -2.218
H21 -5.014 1.686 -0.071
H22 -3.597 1.765 -1.128

## Properties
- orbital gap (eV) = 7.476
- ΔE to the lowest compared entry with this formula, charge and spin (kJ/mol) = 86.8
- E (a.u.) = -11668.0918
- total charge = 0

No. 6
Entry from OMol25: a cluster of 2 separate species, C2H6N6 in total at a distorted geometry (the ωB97M-V functional and the def2-TZVPD basis).

Cartesian coordinates (Å):
C1 1.993 -0.542 0.424
C2 0.901 0.060 -0.234
N1 1.676 -1.786 0.750
N2 0.477 -1.948 0.247
N3 0.010 -0.922 -0.441
N4 0.838 1.316 -0.722
N5 -3.441 1.150 -0.563
N6 -3.059 0.761 0.524
H1 2.830 -0.013 0.687
H2 -0.010 1.571 -1.211
H3 1.372 2.018 -0.197
H4 -0.309 -2.641 0.373
H5 -3.782 2.150 -0.427
H6 -2.668 -0.277 0.428

## Properties
- orbital gap (eV) = 9.485
- SMILES = Nc1cn[nH]n1.[H]/N=N/[H]
- ΔE to the lowest compared entry with this formula, charge and spin (kJ/mol) = 139.1
- E (a.u.) = -408.2430
- total charge = 0

No. 7
Entry from OMol25: a structure of composition C34H26ClINO3P2Pt at a distorted geometry (the ωB97M-V functional and the def2-TZVPD basis).

Cartesian coordinates (Å):
Pt1 -1.096 -1.244 -1.099
Cl1 -7.399 -0.998 -3.459
C1 -5.876 -1.548 -2.842
C2 -5.776 -2.786 -2.273
C3 -4.561 -3.257 -1.732
I1 -4.454 -5.149 -0.898
C4 -3.433 -2.468 -1.760
O1 -2.242 -2.830 -1.313
C5 -3.547 -1.191 -2.378
N1 -2.393 -0.448 -2.393
C6 -2.397 0.769 -2.892
C7 -3.560 1.328 -3.441
C8 -4.722 0.605 -3.459
C9 -4.746 -0.697 -2.915
H1 -6.651 -3.419 -2.228
H2 -1.455 1.299 -2.872
H3 -3.519 2.328 -3.848
H4 -5.627 1.020 -3.880
O2 0.067 0.484 -0.994
P1 1.555 0.502 -0.671
C10 1.913 -0.401 0.867
P2 0.399 -0.899 1.724
O3 -0.455 -1.774 0.830
C11 -0.446 0.605 2.191
C12 -1.836 0.626 2.087
C13 -2.535 1.768 2.445
C14 -1.850 2.885 2.903
C15 -0.465 2.867 3.009
C16 0.239 1.727 2.656
C17 0.918 -1.770 3.189
C18 0.459 -1.392 4.449
C19 0.819 -2.134 5.563
C20 1.631 -3.249 5.421
C21 2.086 -3.633 4.165
C22 1.728 -2.899 3.049
C23 2.539 -0.283 -1.940
C24 2.412 -1.664 -2.116
C25 3.103 -2.297 -3.133
C26 3.927 -1.558 -3.974
C27 4.050 -0.187 -3.808
C28 3.356 0.455 -2.794
C29 2.067 2.193 -0.435
C30 3.388 2.496 -0.100
C31 3.755 3.811 0.125
C32 2.805 4.822 0.022
C33 1.493 4.521 -0.309
C34 1.118 3.205 -0.538
H5 2.539 0.210 1.518
H6 2.469 -1.312 0.637
H7 -2.358 -0.249 1.718
H8 -3.614 1.785 2.370
H9 -2.399 3.775 3.185
H10 0.065 3.738 3.368
H11 1.318 1.720 2.753
H12 -0.176 -0.522 4.561
H13 0.462 -1.843 6.542
H14 1.908 -3.828 6.292
H15 2.712 -4.508 4.057
H16 2.063 -3.219 2.069
H17 1.766 -2.248 -1.468
H18 3.002 -3.365 -3.270
H19 4.472 -2.056 -4.765
H20 4.684 0.386 -4.472
H21 3.445 1.527 -2.675
H22 4.132 1.710 -0.023
H23 4.779 4.050 0.380
H24 3.094 5.849 0.200
H25 0.758 5.311 -0.389
H26 0.095 2.955 -0.789

## Properties
- orbital gap (eV) = 7.289
- E (a.u.) = -3151.5514
- total charge = +1

No. 8
Entry from OMol25: the molecule C7H8 at a distorted geometry (the ωB97M-V functional and the def2-TZVPD basis).

Cartesian coordinates (Å):
C1 -2.203 -0.203 0.091
C2 -0.694 -0.155 0.220
C3 0.095 -0.931 -0.659
C4 1.467 -1.012 -0.459
C5 2.036 0.055 0.230
C6 1.273 1.229 0.375
C7 -0.108 1.073 0.613
H1 -2.477 -0.977 -0.657
H2 -2.662 0.730 -0.415
H3 -2.717 -0.478 1.031
H4 -0.231 -1.496 -1.562
H5 2.113 -1.825 -0.797
H6 3.040 -0.044 0.627
H7 1.772 2.217 0.218
H8 -0.703 1.818 1.144

## Properties
- orbital gap (eV) = 9.272
- SMILES = Cc1ccccc1
- ΔE to the lowest compared entry with this formula, charge and spin (kJ/mol) = 182.5
- E (a.u.) = -271.4619
- total charge = 0

No. 9
Entry from OMol25: a structure of composition C14H8Cl5N3ORhS2 (the ωB97M-V functional and the def2-TZVPD basis).

Cartesian coordinates (Å):
Rh1 -0.014 0.654 -0.081
C1 2.644 1.581 4.395
S1 3.390 0.491 3.175
C2 2.242 0.545 1.890
S2 0.671 1.209 2.047
N1 2.702 0.008 0.748
N2 1.800 -0.053 -0.195
C3 2.248 -0.359 -1.492
C4 1.317 -0.197 -2.502
C5 1.598 -0.412 -3.875
C6 0.615 -0.213 -4.804
C7 -0.663 0.181 -4.382
C8 -0.889 0.384 -3.035
N3 0.054 0.226 -2.109
H1 3.321 1.568 5.247
H2 1.667 1.219 4.706
H3 2.570 2.591 3.999
H4 3.272 -0.671 -1.634
H5 2.594 -0.718 -4.162
H6 0.821 -0.353 -5.857
H7 -1.466 0.329 -5.089
H8 -1.863 0.691 -2.675
Cl1 -7.097 -0.906 0.294
C9 -5.570 -0.194 0.248
C10 -4.416 -1.025 0.295
Cl2 -4.588 -2.716 0.427
C11 -3.175 -0.455 0.236
Cl3 -1.756 -1.413 0.310
C12 -3.013 0.976 0.117
O1 -1.892 1.524 0.015
C13 -4.208 1.794 0.113
Cl4 -3.996 3.470 0.027
C14 -5.453 1.213 0.166
Cl5 -6.858 2.178 0.132

## Properties
- expectation value of S² = 6.07
- orbital gap (spin up / spin down) (eV) = 6.819 / 5.142
- spin multiplicity = 5
- E (a.u.) = -3985.3899
- total charge = +1

No. 10
Entry from OMol25: a cluster of 7 separate species, C27H62BrN8O15 in total (the ωB97M-V functional and the def2-TZVPD basis).

Cartesian coordinates (Å):
C1 3.735 -2.039 3.316
C2 4.267 -1.259 2.083
C3 3.193 -0.982 1.018
C4 2.145 0.040 1.514
N1 1.291 0.624 0.442
C5 -0.152 0.403 0.628
C6 -0.843 1.397 1.621
C7 -1.218 0.721 2.983
C8 -2.033 2.237 1.087
C9 -2.035 2.512 -0.430
C10 -0.878 1.875 -1.220
C11 -1.087 2.088 -2.717
C12 0.197 2.131 -3.574
C13 0.485 3.541 -4.120
C14 1.898 3.692 -4.692
O1 2.808 3.165 -3.725
C15 3.383 1.888 -4.003
N2 -0.737 0.390 -0.793
O2 -2.033 -0.165 -0.907
C16 -2.583 -1.011 0.109
C17 -2.153 -2.494 0.100
C18 -2.578 -3.246 -1.165
O3 -2.845 -2.985 1.276
C19 0.191 -0.422 -1.730
Br1 -0.723 -0.928 -3.364
C20 0.815 -1.696 -1.154
C21 2.077 -2.115 -1.950
H1 3.910 -1.495 4.258
H2 2.647 -2.224 3.255
H3 4.221 -3.021 3.409
H4 4.689 -0.293 2.412
H5 5.089 -1.833 1.624
H6 3.631 -0.621 0.073
H7 2.681 -1.938 0.792
H8 2.677 0.865 2.040
H9 1.514 -0.431 2.276
H10 1.482 1.619 0.404
H11 -0.254 -0.622 1.004
H12 -0.056 2.129 1.875
H13 -0.918 1.380 3.814
H14 -2.304 0.586 3.090
H15 -0.745 -0.260 3.126
H16 -2.991 1.782 1.385
H17 -2.005 3.204 1.615
H18 -1.930 3.598 -0.607
H19 -2.987 2.215 -0.890
H20 0.062 2.358 -0.908
H21 -1.570 3.081 -2.787
H22 -1.838 1.386 -3.104
H23 1.071 1.854 -2.957
H24 0.123 1.412 -4.405
H25 -0.271 3.834 -4.868
H26 0.393 4.260 -3.282
H27 2.118 4.766 -4.833
H28 2.016 3.215 -5.684
H29 2.743 1.299 -4.679
H30 4.386 2.005 -4.447
H31 3.479 1.337 -3.054
H32 -3.658 -0.980 -0.149
H33 -2.489 -0.599 1.117
H34 -1.066 -2.591 0.248
H35 -3.523 -2.842 -1.567
H36 -2.750 -4.309 -0.918
H37 -1.815 -3.212 -1.955
H38 -2.449 -3.828 1.543
H39 0.961 0.303 -2.025
H40 0.080 -2.515 -1.201
H41 1.116 -1.546 -0.118
H42 2.667 -2.828 -1.355
H43 1.813 -2.612 -2.898
H44 2.715 -1.249 -2.182
C22 3.497 5.040 -1.364
N3 3.137 5.200 0.073
O4 2.771 4.198 0.677
O5 3.174 6.312 0.549
H45 3.414 3.995 -1.624
H46 2.793 5.646 -1.928
H47 4.508 5.408 -1.511
C23 -5.985 0.417 4.125
N4 -5.095 1.505 3.635
O6 -4.033 1.673 4.203
O7 -5.486 2.153 2.686
H48 -5.500 -0.068 4.964
H49 -6.928 0.877 4.410
H50 -6.139 -0.262 3.294
C24 5.676 0.923 -0.878
N5 6.667 1.236 -1.944
O8 7.478 0.388 -2.243
O9 6.581 2.343 -2.447
H51 5.873 -0.080 -0.513
H52 5.802 1.664 -0.096
H53 4.687 1.014 -1.318
C25 7.076 -0.024 6.390
N6 6.608 -1.086 5.457
O10 5.875 -1.949 5.894
O11 6.990 -1.012 4.306
H54 6.655 -0.223 7.369
H55 8.162 -0.063 6.401
H56 6.743 0.928 5.987
C26 -5.953 -3.805 0.684
N7 -6.844 -4.912 1.121
O12 -6.369 -5.783 1.818
O13 -7.995 -4.873 0.730
H57 -4.961 -3.967 1.087
H58 -5.949 -3.817 -0.403
H59 -6.389 -2.879 1.045
C27 -8.656 -4.804 -2.666
N8 -7.745 -3.680 -3.015
O14 -6.656 -3.630 -2.464
O15 -8.141 -2.874 -3.824
H60 -8.167 -5.428 -1.927
H61 -9.568 -4.363 -2.274
H62 -8.864 -5.340 -3.587

## Properties
- orbital gap (eV) = 10.344
- E (a.u.) = -5205.7129
- total charge = +1